1.
A cluster of 10 separate species, C40H64O26 in total at a distorted geometry. Source: the Open Molecules 2025 dataset; level of theory: ωB97M-V with the def2-TZVPD basis set.

## Properties
* HOMO energy: -9.29 eV
* relative energy (zero: lowest compared OMol25 entry of this formula, charge and spin): 128.0 kJ/mol
* max |F|: 4.25 eV Å⁻¹

```
130
Properties=species:S:1:pos:R:3:lowdin_charge:R:1
C 0.22814 0.37908 0.74811 -0.1610
C -0.42084 1.09375 -0.44226 -0.1284
C -0.44457 0.02976 -1.52658 -0.1912
O 0.40285 -1.01952 -1.08552 -0.1622
C 0.30898 -1.08242 0.36394 -0.1634
H -0.16029 0.54443 1.75304 0.1024
H 1.25302 0.73775 0.84339 0.0899
H 0.04341 2.02728 -0.76021 0.0862
H -1.41130 1.40206 -0.10754 0.0952
H -0.07793 0.29165 -2.51910 0.0962
H -1.40902 -0.44283 -1.71255 0.1140
H 1.13697 -1.62658 0.81830 0.1147
H -0.61559 -1.56358 0.68292 0.1151
C 2.80618 -0.02934 -4.77392 -0.1428
C 2.89642 -0.26097 -6.25375 -0.1894
C 3.07589 -1.70402 -6.42241 -0.2491
O 2.23204 -2.26945 -5.45761 -0.1366
C 2.14067 -1.36102 -4.33005 -0.1417
H 2.17264 0.81650 -4.50694 0.0762
H 3.76285 0.12488 -4.27483 0.1137
H 3.69209 0.32181 -6.71783 0.1224
H 1.99317 -0.01566 -6.81239 0.1105
H 4.12212 -1.98198 -6.29497 0.1246
H 2.73107 -2.00913 -7.41038 0.1243
H 2.63289 -1.82070 -3.47301 0.1160
H 1.08811 -1.15299 -4.13780 0.0974
C -6.56184 2.63615 1.03917 -0.0237
C -5.50630 2.14852 2.05634 -0.2766
C -4.29280 3.07286 2.16300 -0.1814
O -4.06023 3.26242 3.47483 0.0848
C -5.08137 2.82465 4.22912 -0.4920
O -5.18036 2.86479 5.43804 0.1417
O -6.05672 2.30750 3.38120 0.0586
H -6.25842 2.48749 0.00286 0.0848
H -6.97907 3.64080 1.10770 0.0865
H -7.44580 2.02015 1.20432 0.0796
H -5.30299 1.09018 1.89305 0.1429
H -4.50981 4.00057 1.63349 0.1241
H -3.45402 2.57734 1.67410 0.1143
C -0.73259 5.57631 3.55280 -0.0102
C -1.06743 4.81524 2.26048 -0.2527
C -1.83574 5.59778 1.14448 -0.0644
O -1.01124 5.38450 0.00536 0.0839
C 0.12971 4.79587 0.33472 -0.6361
O 1.03186 4.65964 -0.41596 0.1655
O 0.19368 4.49646 1.61413 0.0925
H 0.06290 6.31358 3.44458 0.0898
H -0.25101 4.99329 4.33783 0.0829
H -1.67298 5.99501 3.91122 0.0861
H -1.56758 3.85363 2.37576 0.1332
H -1.92235 6.65474 1.39636 0.1335
H -2.82473 5.16745 0.98689 0.1062
C -1.12581 -6.22237 4.61107 -0.0103
C 0.05934 -5.34242 4.24393 -0.3415
C 0.09312 -4.95183 2.76715 -0.0993
O 0.28777 -3.58248 2.85830 0.0891
C 0.04905 -3.08846 4.03876 -0.5061
O -0.03044 -1.86257 4.27219 0.0976
O -0.02407 -4.13374 4.91672 0.0842
H -1.02079 -6.66549 5.60138 0.0854
H -1.22424 -7.05151 3.91040 0.0914
H -2.05320 -5.65455 4.53601 0.0815
H 0.98357 -5.81389 4.57801 0.1552
H -0.83555 -5.20491 2.25566 0.1347
H 0.91826 -5.54149 2.36772 0.1406
C -5.13100 -1.11860 5.60084 0.0010
C -3.84011 -1.33251 4.77208 -0.3241
C -3.79113 -2.36428 3.66203 -0.1028
O -3.13852 -1.72093 2.59578 0.0774
C -3.07131 -0.38544 2.89443 -0.4834
O -2.67325 0.47288 2.14245 0.1299
O -3.52508 -0.11395 4.15066 0.0964
H -5.07363 -0.19910 6.18336 0.0857
H -5.52260 -1.91445 6.23438 0.0842
H -5.92698 -0.93554 4.87904 0.0813
H -3.04131 -1.62727 5.45262 0.1488
H -4.82571 -2.65272 3.47621 0.1340
H -3.20576 -3.24765 3.91716 0.1268
C 2.87433 0.17833 3.29777 -0.0160
C 3.93429 1.27579 3.32302 -0.3341
C 5.33467 0.73364 3.07903 -0.1191
O 5.87073 1.65706 2.19610 0.0815
C 4.92454 2.52433 1.72879 -0.4966
O 5.08707 3.43385 0.93551 0.1385
O 3.75213 2.16441 2.25933 0.0960
H 3.19526 -0.64582 3.93487 0.0929
H 2.74295 -0.13803 2.26299 0.0755
H 1.87771 0.52791 3.56729 0.0836
H 3.80643 1.80425 4.26773 0.1523
H 5.25142 -0.29352 2.72390 0.1364
H 5.81405 0.75755 4.05767 0.1370
C 4.42113 3.27722 -3.21807 0.0076
C 4.03134 2.58156 -1.85979 -0.3027
C 2.71731 1.87502 -1.96621 -0.1158
O 2.99584 0.50433 -1.78567 0.0420
C 4.30340 0.34263 -1.40803 -0.4963
O 4.83565 -0.69514 -1.05219 0.1163
O 4.89305 1.56618 -1.43058 0.0846
H 4.53051 2.64827 -4.10156 0.0778
H 5.35921 3.79158 -3.00937 0.0755
H 3.76656 4.13089 -3.39389 0.0852
H 4.03207 3.31349 -1.05208 0.1322
H 2.32577 2.06498 -2.96557 0.0915
H 2.00057 2.26433 -1.24314 0.1127
C -2.00493 -0.07301 -4.98405 -0.0213
C -1.10749 0.82457 -5.78133 -0.3206
C -1.66017 2.11644 -6.39727 -0.0441
O -0.75223 3.18250 -5.95793 0.0911
C 0.10376 2.65109 -5.08215 -0.5190
O 0.95352 3.31473 -4.48088 0.1184
O -0.06931 1.31403 -4.89801 0.0373
H -2.78691 -0.60964 -5.52132 0.0933
H -2.52174 0.42453 -4.16341 0.0923
H -1.29945 -0.79819 -4.57846 0.0811
H -0.64668 0.23712 -6.57546 0.1446
H -2.61902 2.24119 -5.89413 0.1320
H -1.70589 1.89531 -7.46363 0.1369
C 1.54442 -5.52111 -3.49191 -0.0047
C 1.84176 -5.35022 -1.99488 -0.3036
C 1.16424 -4.21133 -1.27444 -0.0689
O 0.18405 -4.86843 -0.45134 0.0823
C 0.31944 -6.16747 -0.45524 -0.5888
O -0.28684 -6.88163 0.30229 0.1270
O 1.29277 -6.50102 -1.33234 0.0770
H 1.71904 -6.55921 -3.77467 0.0873
H 2.15895 -4.82915 -4.06780 0.0778
H 0.49928 -5.26055 -3.65888 0.0901
H 2.91883 -5.34865 -1.82752 0.1518
H 0.75701 -3.49463 -1.98760 0.1288
H 1.99220 -3.78277 -0.70972 0.1390
```

---

2.
A cluster of 11 separate species, C40H66O14S4 in total at a distorted geometry. Source: the Open Molecules 2025 dataset; level of theory: ωB97M-V with the def2-TZVPD basis set.

## Properties
* HOMO energy: -8.82 eV
* max |F|: 2.97 eV Å⁻¹

```
124
Properties=species:S:1:pos:R:3:lowdin_charge:R:1
C 1.47039 7.18715 8.52804 -0.2602
S 2.35287 7.74987 10.01977 0.8441
O 1.47800 7.64165 11.23834 -0.5579
C 3.62339 6.42197 10.14966 -0.2531
H 0.43809 7.53749 8.56570 0.0525
H 1.42176 6.10041 8.46795 0.0429
H 1.89708 7.65940 7.64422 0.0491
H 4.39858 6.90135 10.75171 0.0382
H 3.97108 6.17992 9.14725 0.0437
H 3.39067 5.56885 10.78564 0.0203
C 7.32669 6.78872 13.06364 -0.2743
S 7.27975 8.10905 14.27747 0.8436
O 8.70966 8.55524 14.52471 -0.5889
C 6.94801 7.04276 15.72280 -0.2629
H 6.32080 6.65934 12.66506 0.0457
H 7.64976 5.83401 13.48274 0.0489
H 8.06893 7.00493 12.29644 0.0317
H 5.95572 6.58698 15.75240 0.0453
H 7.10698 7.45513 16.72069 0.0530
H 7.65161 6.20692 15.77489 0.0476
C 10.50903 8.82766 10.24299 -0.2432
S 9.46147 8.29333 8.86702 0.8498
O 8.28968 7.59748 9.54471 -0.5747
C 8.92635 9.95737 8.34162 -0.2481
H 10.29338 9.86434 10.49979 0.0537
H 11.58789 8.78134 10.08428 0.0549
H 10.33522 8.17324 11.09610 0.0407
H 8.14419 10.23575 9.04506 0.0667
H 8.55636 10.00376 7.31565 0.0475
H 9.82350 10.56732 8.22444 0.0554
C 13.07386 2.46695 9.26680 -0.2438
S 12.97920 1.79911 10.96368 0.8602
O 11.99241 2.68456 11.70639 -0.5393
C 12.24560 0.16653 10.62224 -0.2478
H 13.96807 2.16649 8.72296 0.0549
H 13.16437 3.55326 9.29584 0.0465
H 12.11275 2.22559 8.81294 0.0518
H 12.64172 -0.27878 9.70853 0.0543
H 11.18315 0.37882 10.49393 0.0466
H 12.45810 -0.56146 11.40154 0.0497
C 8.55467 2.68579 11.51929 -0.0847
C 7.31794 2.04915 11.39634 -0.0913
C 6.21374 2.77485 10.95163 -0.0769
C 6.35173 4.11624 10.64519 -0.0836
C 7.59076 4.66181 10.64893 -0.1193
C 8.70476 4.00194 11.11665 -0.0694
H 9.42324 2.14088 11.86991 0.0851
H 7.13451 1.00291 11.60632 0.0870
H 5.28818 2.23586 10.79180 0.0833
H 5.54972 4.68336 10.19345 0.0773
H 7.81025 5.64110 10.23863 0.0696
H 9.68848 4.44946 11.13127 0.0868
C 2.82186 -2.85417 11.42692 -0.0786
C 2.95680 -1.46955 11.46117 -0.0628
C 4.15451 -0.87582 11.09718 -0.0899
C 5.20226 -1.66191 10.65184 -0.1222
C 5.10319 -3.06604 10.59659 -0.0934
C 3.90251 -3.58268 11.01981 -0.1214
H 1.84951 -3.31778 11.50709 0.1108
H 2.05011 -0.97210 11.78507 0.0958
H 4.26494 0.16101 10.80169 0.0865
H 6.11627 -1.21539 10.27698 0.0971
H 5.98727 -3.58847 10.26245 0.0976
H 3.83448 -4.66086 10.89404 0.1057
O 14.68261 3.61895 14.09182 0.0849
C 13.72158 4.31623 13.78827 -0.5194
O 12.60995 4.31968 14.48906 0.0584
C 11.48128 4.86783 13.74619 -0.1266
C 12.10774 5.56429 12.54287 -0.1621
C 13.59820 5.17583 12.57073 -0.0703
H 10.97663 5.60174 14.37324 0.1215
H 10.69290 4.23532 13.34089 0.0966
H 11.94089 6.64284 12.56708 0.1030
H 11.58922 5.25301 11.63698 0.0763
H 14.28206 6.01543 12.68841 0.1287
H 13.84185 4.57497 11.69800 0.0976
O 0.41672 0.97627 12.81867 0.1024
C 0.91381 2.03956 12.54446 -0.4574
O 1.29433 2.31297 11.25614 0.0210
C 1.87297 3.61734 11.20102 -0.1900
C 1.32331 4.41611 12.37197 -0.1420
C 1.06220 3.28215 13.41898 -0.0359
H 1.55032 4.14946 10.30794 0.1146
H 2.95969 3.56400 11.29236 0.1048
H 0.53751 5.07867 12.01789 0.1103
H 2.10737 5.03457 12.80806 0.1034
H 0.10180 3.44524 13.90258 0.1270
H 1.92533 3.28334 14.08039 0.0964
O 5.96855 6.37998 3.76559 0.1263
C 6.42977 6.34579 4.86648 -0.4636
O 5.87701 6.91409 5.97910 0.0373
C 6.70797 6.73244 7.09869 -0.1993
C 7.72083 5.66549 6.76112 -0.1640
C 7.75793 5.70242 5.27284 -0.0772
H 6.16701 6.43847 8.00090 0.1091
H 7.15427 7.68188 7.39833 0.0893
H 7.37882 4.69796 7.13129 0.1223
H 8.62940 5.93838 7.29752 0.0945
H 7.97312 4.78798 4.72709 0.1274
H 8.44062 6.46434 4.87813 0.1354
O 4.18015 4.24940 14.91004 0.1080
C 4.86219 3.26595 14.94453 -0.4794
O 6.19962 3.28524 15.11894 0.0253
C 6.84593 1.99708 14.97117 -0.1203
C 5.65083 1.05575 14.98936 -0.1507
C 4.36966 1.83610 14.84579 -0.0702
H 7.52160 1.74748 15.79281 0.1241
H 7.57068 1.95552 14.15764 0.1006
H 5.53799 0.59524 15.96958 0.1213
H 5.73523 0.28952 14.21781 0.1054
H 3.77077 1.60872 15.72426 0.1343
H 3.86181 1.65909 13.89944 0.1179
O 6.27728 -3.50270 15.83877 0.1221
C 6.92838 -3.41488 14.83291 -0.4545
O 7.42853 -2.18790 14.52995 0.0130
C 7.74876 -2.12170 13.11946 -0.1699
C 8.07239 -3.54068 12.74592 -0.1622
C 7.12722 -4.36316 13.64598 -0.0499
H 8.52877 -1.40230 12.86902 0.1215
H 6.89026 -1.71271 12.58166 0.0889
H 9.12977 -3.66861 12.99831 0.1154
H 8.08589 -3.84366 11.69909 0.1079
H 7.50915 -5.34444 13.92456 0.1223
H 6.22425 -4.60634 13.08473 0.1146
```

---

3.
A structure of composition C40H69BN7O4SScSiTe. Source: the Open Molecules 2025 dataset; level of theory: ωB97M-V with the def2-TZVPD basis set.

## Properties
* HOMO energy: -6.78 eV
* max |F|: 0.89 eV Å⁻¹

```
125
Properties=species:S:1:pos:R:3:lowdin_charge:R:1
Sc 0.69371 0.09327 -0.17645 0.6906
N 0.54625 2.87051 2.16813 0.0331
N -0.20399 3.75012 1.39229 0.0003
C -0.61490 3.35103 0.17962 -0.3746
N -1.32918 4.19496 -0.55984 0.2310
N -0.31645 2.08848 -0.17954 0.0063
N -0.48956 1.61401 -1.42385 -0.1636
O -1.10268 -0.82123 -0.31243 -0.0975
O -1.02656 2.25393 -2.30930 -0.0086
H -0.03095 2.21643 2.68794 0.0441
H 1.21141 3.36397 2.74308 0.0944
H -0.69466 4.52378 1.82266 0.1540
H -1.44039 5.15146 -0.27119 0.1268
H -1.59148 3.90344 -1.49146 0.0943
O 1.12378 -2.22921 -0.06394 -0.1453
H 0.35382 -2.81547 -0.12612 0.0400
H 1.80742 -2.66813 0.45660 0.0465
O -1.02103 0.29594 2.22787 -0.1715
H -1.26765 -0.09416 1.36202 -0.0048
H -1.36899 -0.33477 2.87041 -0.0001
C 2.09641 2.66934 -2.92935 -0.2197
Si 2.61211 1.08335 -1.99408 0.6925
C 4.27316 1.62386 -1.17033 -0.6593
C 5.05292 0.40225 -0.68321 -0.1048
C 5.17398 2.44716 -2.09709 -0.1024
C 3.92518 2.50783 0.03687 -0.1287
C 2.84020 -0.22775 -3.40499 -0.6622
C 3.89806 0.13958 -4.44796 -0.1016
C 1.47885 -0.33132 -4.10575 -0.1180
C 3.18036 -1.61441 -2.85036 -0.1086
H 2.78426 2.87432 -3.75362 0.0241
H 2.12909 3.53670 -2.26260 0.0202
H 1.09496 2.61667 -3.35239 -0.0045
H 5.49242 -0.14705 -1.51910 0.0717
H 4.41848 -0.28704 -0.12395 0.0412
H 5.87122 0.70042 -0.01734 0.0854
H 5.47910 1.89286 -2.98474 0.0605
H 6.08638 2.73644 -1.56114 0.0831
H 4.68609 3.36603 -2.42750 0.0684
H 3.29677 1.98656 0.76267 0.0039
H 3.40611 3.42109 -0.27031 0.0665
H 4.84468 2.81067 0.55286 0.0834
H 3.73998 1.13441 -4.86952 0.0712
H 3.87226 -0.57689 -5.27843 0.0807
H 4.90409 0.10746 -4.02640 0.0651
H 1.17365 0.61194 -4.56345 0.0751
H 0.68840 -0.63110 -3.40871 0.0495
H 1.51568 -1.08982 -4.89742 0.0866
H 4.15918 -1.63731 -2.36936 0.0652
H 3.19528 -2.35062 -3.66452 0.0846
H 2.44511 -1.95314 -2.11821 0.0416
Te 2.01786 -0.21058 2.42857 0.9065
C 4.04456 -0.76408 2.45051 -1.0466
C 5.09534 -0.01064 2.88956 -0.2718
C 6.34205 -0.69791 2.84018 -0.2069
C 6.22234 -1.96740 2.36588 -0.4321
S 4.58846 -2.32671 1.99710 0.8985
H 4.98043 1.01112 3.22125 0.0934
H 7.28452 -0.26084 3.13773 0.0976
H 6.99828 -2.69958 2.21404 0.0580
C -4.88203 -0.83627 -4.09129 -0.0486
C -3.71735 0.11094 -3.78797 -0.3471
C -2.39502 -0.65051 -3.76804 -0.0435
C -3.97939 0.99499 -2.57565 -0.1193
C -4.33596 2.31665 -2.84246 -0.0429
C -4.63257 3.21156 -1.83173 -0.0842
C -4.56189 2.79916 -0.51291 -0.0488
C -4.20579 1.49348 -0.19389 -0.1192
C -4.20877 1.04697 1.25471 -0.3571
C -5.60140 0.55420 1.65979 -0.0399
C -3.73702 2.13589 2.21809 -0.0701
C -3.91788 0.59136 -1.23197 -0.0902
N -3.59299 -0.75380 -0.87974 0.1020
B -2.32197 -1.36052 -0.52230 -0.7753
N -2.65444 -2.75426 -0.29923 0.0873
C -4.03838 -2.91269 -0.42607 -0.0773
C -4.58720 -1.74055 -0.78422 -0.0758
C -1.79381 -3.76428 0.21394 -0.1135
C -1.17239 -4.69123 -0.63895 -0.1290
C -0.29350 -5.61355 -0.06967 -0.0343
C -0.03099 -5.62510 1.28826 -0.0630
C -0.65110 -4.70315 2.11439 -0.0227
C -1.53558 -3.76497 1.59544 -0.1137
C -2.22306 -2.77201 2.51442 -0.3470
C -3.48820 -3.39100 3.11668 -0.0375
C -1.30621 -2.24831 3.61969 -0.0796
C -1.31928 -4.72831 -2.15404 -0.3453
C -2.74878 -4.73167 -2.69302 -0.0521
C -0.47436 -3.62626 -2.79959 -0.0437
H -4.71897 -1.32060 -5.05631 0.0807
H -5.83128 -0.29931 -4.13734 0.0826
H -4.96388 -1.61882 -3.33912 0.0582
H -3.66421 0.81217 -4.62585 0.1247
H -2.42944 -1.48012 -3.06610 0.0505
H -1.55974 -0.00186 -3.50274 0.0637
H -2.19785 -1.06799 -4.75797 0.0927
H -4.38637 2.64086 -3.87526 0.1134
H -4.92176 4.22741 -2.07249 0.1024
H -4.80187 3.49700 0.27913 0.1060
H -3.52239 0.20422 1.34276 0.1074
H -6.33779 1.35124 1.53349 0.0857
H -5.60884 0.24801 2.70823 0.0810
H -5.91278 -0.29888 1.05730 0.0641
H -4.49565 2.91002 2.35318 0.0752
H -2.81889 2.60889 1.86532 0.0577
H -3.53220 1.70357 3.19798 0.0807
H -4.51950 -3.86424 -0.27235 0.1274
H -5.62199 -1.51217 -0.97699 0.1257
H 0.19564 -6.33187 -0.71684 0.1146
H 0.66056 -6.34756 1.70191 0.1069
H -0.43507 -4.71014 3.17407 0.1127
H -2.53682 -1.92477 1.89737 0.1098
H -3.22814 -4.24590 3.74536 0.0860
H -4.17126 -3.73444 2.34049 0.0715
H -4.01586 -2.66171 3.73472 0.0809
H -1.06883 -3.02463 4.34844 0.0878
H -1.80995 -1.45239 4.17605 0.0896
H -0.36080 -1.86487 3.22644 0.0184
H -0.87931 -5.68512 -2.45060 0.1250
H -3.24711 -3.77400 -2.56502 0.0523
H -3.35561 -5.49682 -2.20472 0.0851
H -2.72454 -4.95451 -3.76158 0.0821
H -0.76080 -2.64246 -2.42386 0.0562
H -0.60554 -3.62030 -3.88343 0.0889
H 0.58618 -3.76526 -2.58595 0.0813
```

---

- Among the records above, which one has the highest HOMO energy?
  C40H69BN7O4SScSiTe

---

- Which of these has the highest max |F|?
  C40H64O26